ORCA calculation (ωB97M-V/def2-TZVPD) on a 12-piece molecular cluster, C36H72O12 overall at a distorted geometry.

Last column: Löwdin charge in e.
Atoms and positions in Å:
C -3.13203 -2.59767 2.30196  -0.01
C -2.70135 -2.39510 3.75605  -0.41
O -2.47559 -1.25303 4.20863  0.01
C -2.35051 -3.60269 4.68145  -0.01
H -2.90320 -1.70988 1.71241  0.06
H -4.16109 -2.91748 2.13806  0.09
H -2.56959 -3.44205 1.90348  0.06
H -3.23868 -4.23453 4.67848  0.08
H -2.11518 -3.26734 5.69154  0.08
H -1.47376 -4.12435 4.29768  0.07
C -4.59581 3.84432 -1.69001  0.00
C -3.21053 4.03276 -1.05693  -0.51
O -2.82322 3.21213 -0.27658  0.04
C -2.30700 5.04857 -1.58405  -0.02
H -4.46945 3.79802 -2.77167  0.08
H -5.20117 4.71937 -1.45351  0.09
H -5.13512 3.05284 -1.16961  0.08
H -1.30739 5.05493 -1.14950  0.08
H -2.68060 6.06582 -1.46688  0.10
H -2.02511 4.80774 -2.60906  0.07
C -0.10188 2.21674 -2.54815  -0.03
C -0.38292 2.65263 -3.92690  -0.47
O -1.47200 3.13436 -4.24724  0.05
C 0.79205 2.70293 -4.90748  0.01
H 0.37686 1.23761 -2.56222  0.07
H -1.01839 2.17050 -1.95996  0.05
H 0.65265 2.90157 -2.16111  0.09
H 0.66762 3.45668 -5.68496  0.10
H 0.89373 1.64473 -5.14827  0.08
H 1.59093 3.00400 -4.22980  0.07
C -1.52114 -6.23014 0.23643  -0.03
C -0.76455 -6.68985 1.47230  -0.43
O -1.39167 -6.67784 2.52901  0.03
C 0.73730 -7.18950 1.38531  0.00
H -1.43137 -5.15738 0.06546  0.06
H -2.59029 -6.44227 0.23553  0.09
H -1.01498 -6.66494 -0.62546  0.07
H 0.54034 -8.23744 1.15917  0.09
H 1.43359 -7.19226 2.22393  0.08
H 1.33984 -6.71890 0.60840  0.04
C 2.57601 -4.01229 -0.43387  -0.01
C 3.43301 -5.17383 -0.84637  -0.51
O 3.67168 -6.05781 -0.05097  0.06
C 3.95954 -5.29065 -2.26566  -0.01
H 3.32188 -3.22252 -0.52357  0.08
H 2.07561 -4.16070 0.52304  0.09
H 1.83268 -3.98383 -1.23058  0.08
H 3.68282 -4.48283 -2.94312  0.05
H 3.52761 -6.22841 -2.61513  0.10
H 5.02866 -5.50146 -2.24035  0.09
C -4.32034 1.94902 4.06692  -0.01
C -5.32240 2.27941 2.93815  -0.46
O -6.14905 1.45044 2.55728  0.04
C -5.34292 3.63979 2.27765  -0.03
H -4.76188 2.04737 5.05862  0.09
H -3.56256 2.72607 3.96656  0.06
H -3.80231 1.03673 3.77117  0.06
H -4.46020 3.98183 1.73736  0.06
H -5.40458 4.43160 3.02420  0.08
H -6.21514 3.59040 1.62581  0.08
C -0.65294 -1.45617 -0.17299  0.00
C -0.04913 -0.43774 0.80237  -0.39
O 0.94743 -0.71576 1.51444  -0.01
C -0.78770 0.88239 1.08574  0.01
H 0.10469 -1.61119 -0.94114  0.07
H -1.58012 -1.17400 -0.67181  0.05
H -0.92328 -2.41319 0.27324  0.07
H -1.10218 1.22235 0.09901  0.04
H -0.12176 1.65982 1.46020  0.07
H -1.64562 0.69219 1.73064  0.09
C 4.24018 -0.01233 4.95059  -0.01
C 3.27967 0.90452 4.15211  -0.49
O 3.65625 1.74763 3.39327  0.04
C 1.84577 0.55540 4.34317  -0.01
H 4.58765 0.63547 5.75540  0.09
H 5.11451 -0.30231 4.36788  0.08
H 3.82189 -0.93329 5.35676  0.08
H 1.64320 -0.44102 3.95048  0.09
H 1.22439 1.31247 3.86481  0.08
H 1.78666 0.57599 5.43138  0.10
C 5.40286 0.31204 -0.38465  0.09
C 4.09471 1.05962 -0.72592  -0.22
O 3.64880 1.17054 -1.90347  0.32
C 3.14716 1.45893 0.41235  0.06
H 5.64604 0.79636 0.56107  0.11
H 6.15701 0.39704 -1.16703  0.11
H 5.21178 -0.75773 -0.29989  0.12
H 2.19067 1.86907 0.08830  0.09
H 3.74715 2.13030 1.02666  0.10
H 2.92328 0.51932 0.91743  0.10
C -3.53992 0.29223 -1.98118  -0.01
C -3.89599 -0.08302 -3.43882  -0.42
O -3.80706 -1.24963 -3.92545  0.01
C -4.19024 1.08402 -4.33358  -0.02
H -3.38947 -0.57608 -1.33970  0.06
H -4.45095 0.76087 -1.60901  0.09
H -2.57656 0.80100 -1.94678  0.06
H -4.14495 2.03121 -3.79609  0.05
H -5.22056 0.86859 -4.61666  0.10
H -3.65622 1.07091 -5.28371  0.09
C 3.07802 -0.53488 -5.20789  -0.02
C 2.09979 -1.41009 -4.35504  -0.43
O 1.42915 -0.93775 -3.41775  0.02
C 2.04971 -2.84443 -4.81037  -0.02
H 2.89118 -0.55598 -6.28155  0.09
H 4.13262 -0.79731 -5.12390  0.08
H 2.93661 0.51034 -4.93293  0.05
H 1.59431 -2.96830 -5.79290  0.10
H 1.25304 -3.24035 -4.18055  0.08
H 2.98667 -3.39087 -4.70263  0.08
C 1.41273 4.63838 2.02403  -0.01
C 2.62083 5.52893 1.70579  -0.48
O 2.65250 6.45401 0.92095  0.07
C 3.89056 5.16989 2.46859  -0.03
H 0.51946 5.16490 1.68795  0.08
H 1.33666 4.45553 3.09589  0.09
H 1.50372 3.75720 1.38893  0.05
H 3.84222 5.56201 3.48447  0.09
H 4.74966 5.65392 2.00407  0.08
H 4.10618 4.10654 2.57291  0.05

Cartesian forces, eV/Å:
C 0.437 -0.497 0.358
C 1.441 1.945 1.763
O -0.763 -2.189 -1.434
C -0.795 0.960 -1.008
H -0.218 0.035 0.189
H -0.191 0.328 0.419
H 0.276 -0.075 -0.031
H 0.278 -0.466 0.123
H -0.232 0.215 -0.196
H -0.234 -0.243 -0.241
C 0.340 1.201 1.033
C -1.184 -1.094 -1.160
O 0.608 -1.031 1.519
C 1.468 1.426 -0.464
H -0.322 -0.278 0.097
H 0.022 0.392 -0.316
H 0.354 -0.420 -0.555
H -0.214 -0.296 0.813
H -0.227 -0.016 -0.468
H -0.801 0.248 -0.443
C 0.183 -0.843 0.375
C -1.681 2.369 -1.932
O 1.170 -1.008 0.583
C -0.724 -0.208 1.931
H 0.039 -0.246 -0.011
H 0.252 0.321 0.096
H -0.186 0.206 0.374
H -0.178 -0.620 -0.143
H 0.520 0.188 -0.781
H 0.635 -0.136 -0.448
C 1.132 -0.299 -0.835
C -0.310 0.779 2.273
O 1.237 -0.245 -1.068
C -1.217 0.157 -0.568
H 0.221 0.208 0.379
H 0.245 -0.317 0.313
H -0.351 -0.161 -0.318
H 0.459 -0.228 -0.398
H -0.942 0.320 0.685
H -0.481 -0.162 -0.455
C 0.258 -0.786 -1.156
C -0.005 -1.146 1.004
O 0.219 0.067 -0.276
C -0.216 -0.327 0.294
H -0.656 0.816 0.307
H 0.510 0.230 0.012
H -0.174 0.797 -0.030
H 0.170 -0.025 0.165
H -0.148 0.042 -0.277
H 0.036 0.347 -0.016
C 0.144 1.342 -1.810
C -0.871 -1.383 -0.120
O 1.254 0.924 0.628
C -0.087 0.215 0.241
H 0.003 -0.597 -0.135
H 0.208 0.159 0.387
H -0.426 -0.408 0.746
H 0.256 -0.767 -0.231
H -0.559 -0.033 0.271
H 0.112 0.501 0.003
C 0.192 0.398 -0.115
C 0.658 -0.491 3.071
O -1.618 0.367 -2.332
C 0.843 -0.725 -1.713
H 0.002 -0.247 -0.146
H 0.255 0.611 0.097
H 0.614 0.034 0.439
H -0.657 0.257 0.175
H -0.034 -0.289 0.456
H -0.003 0.076 -0.020
C 0.189 0.819 -0.384
C -0.097 -2.846 0.292
O 0.850 1.201 -0.851
C 0.312 0.789 0.293
H 0.183 -0.221 0.289
H -0.004 0.293 -0.153
H -0.394 0.335 0.000
H -0.042 0.038 0.155
H -0.182 -0.205 0.166
H -0.838 -0.234 0.106
C -0.592 1.110 -0.437
C -1.935 -1.131 -3.087
O 1.676 -0.115 3.493
C 0.349 0.066 -0.775
H 0.583 -0.479 0.045
H -0.065 0.436 0.108
H -0.487 0.061 0.340
H 0.333 0.184 -0.230
H -0.219 0.020 0.362
H 0.157 -0.210 0.341
C -0.800 -1.710 -0.678
C 2.269 -3.230 -1.296
O -0.495 3.577 1.980
C -0.964 -0.363 0.166
H -0.256 -0.343 -0.344
H 0.583 0.848 0.338
H -0.574 0.797 -0.102
H 0.146 -0.114 -0.364
H -0.359 0.417 -0.126
H 0.329 -0.003 0.331
C -0.847 0.582 0.652
C 0.405 1.537 -0.076
O 1.640 -1.146 -2.074
C -1.779 -0.019 1.141
H -0.391 -0.480 0.003
H -0.055 -0.271 0.386
H 0.212 0.006 0.217
H 0.610 0.362 -0.366
H 0.321 -0.700 0.326
H -0.078 0.195 -0.180
C -0.039 1.478 -0.783
C 0.902 -0.073 0.339
O -0.723 -0.787 0.327
C 0.413 0.238 -0.111
H -0.089 -0.044 0.043
H 0.163 -0.438 -0.199
H 0.019 -0.343 0.445
H -0.226 0.021 0.119
H -0.109 0.047 -0.100
H -0.350 -0.131 -0.050

The gap between HOMO and LUMO (spin up / spin down) comes out at 5.72 / 2.30 eV. Its energy above the lowest of the compared OMol25 structures with the same formula, charge and spin is 1.447 eV. For the HOMO energy (spin up / spin down), the calculation gives -10.889 / -10.889 eV. The charge is +1. The expectation value of S² is 0.7576. As for the spin multiplicity: 2. For the LUMO energy (spin up / spin down), the calculation gives -5.2 / -8.6 eV.